1.
DFT (ωB97M-V/def2-TZVPD) results for a cluster of 16 separate species, C44H70Br16Cl4F18O12 in total.

Its LUMO energy is 0.24 eV. The HOMO energy comes out at -0.36422 Eh. Its frontier orbital gap is 10.15 eV.

XYZ file:
```
164
Properties=species:S:1:pos:R:3:mulliken_charge:R:1
C -7.01971 -1.98676 3.14889 -1.4240
C -5.90608 -2.88180 2.67625 1.9789
O -6.60631 -4.13893 2.25152 -0.4006
C -5.78839 -5.12715 2.05697 0.5406
O -4.61503 -5.08799 2.23812 -0.5885
C -6.51706 -6.37510 1.55024 0.7262
F -7.32597 -6.07033 0.56887 -0.2133
F -5.60550 -7.27935 1.04792 -0.2677
F -7.10223 -7.07141 2.50379 -0.2697
H -6.49458 -0.98396 3.12022 0.2193
H -7.35501 -2.15282 4.16545 0.4048
H -7.87969 -1.98561 2.43787 0.3602
H -5.19894 -3.21582 3.47399 -0.8510
H -5.41949 -2.41808 1.78276 -0.2405
C -0.96614 -6.57832 -0.58392 -1.3469
C -1.78281 -5.30582 -0.38195 0.4972
O -3.08982 -5.37403 -1.20360 -0.3167
C -4.03176 -4.53076 -1.14596 0.6258
O -4.01186 -3.44002 -0.68766 -0.4677
C -5.22569 -5.03386 -2.01486 0.6668
F -4.96506 -4.95323 -3.31677 -0.2333
F -5.41689 -6.30421 -1.75014 -0.2552
F -6.31183 -4.31705 -1.66719 -0.1499
H -0.49902 -6.63648 -1.59065 0.2268
H -1.54952 -7.50223 -0.49746 0.3257
H -0.18715 -6.49091 0.17207 0.3961
H -1.31687 -4.37190 -0.75556 0.0257
H -2.16635 -5.16698 0.61626 0.0617
C 0.38022 6.24856 -4.88069 -1.4000
C -0.31914 4.94813 -4.92109 -0.0584
O -0.85223 4.76947 -3.58877 -0.1497
C -1.82304 3.87329 -3.50198 0.1313
O -2.05131 3.03301 -4.28232 -0.5743
C -2.57791 3.95457 -2.16890 1.0260
F -2.54929 5.14388 -1.52932 -0.3039
F -3.86017 3.76579 -2.46069 -0.2612
F -2.12845 3.04702 -1.31928 -0.1013
H -0.19228 7.05189 -4.38093 0.3125
H 0.67697 6.61491 -5.82061 0.4331
H 1.25680 6.22909 -4.23581 0.3020
H 0.35183 4.09174 -5.26018 0.1755
H -1.10600 4.90051 -5.64456 0.4253
C 4.59322 6.62169 4.28626 -0.7906
C 3.32155 6.75203 3.55106 -0.3687
O 3.06122 5.58135 2.67858 -0.1590
C 3.77652 5.39377 1.59650 -0.0350
O 4.68017 6.12052 1.26293 -0.5976
C 3.05148 4.40305 0.65889 0.8046
F 2.58426 3.33584 1.32714 0.1038
F 2.01644 5.03732 0.18381 -0.1894
F 3.88093 3.99367 -0.34801 -0.1098
H 4.96144 5.63013 3.94901 0.1564
H 4.41914 6.62520 5.32636 0.3135
H 5.35145 7.34066 3.99354 0.3092
H 3.23707 7.68212 2.99213 0.3555
H 2.42297 6.64027 4.17905 0.2698
C 7.31158 4.19453 -2.77228 -0.8251
C 6.39369 3.49871 -3.71397 -0.3362
O 5.70423 2.48547 -2.88172 0.0367
C 4.86207 1.82478 -3.70780 0.0017
O 4.65928 1.95158 -4.84113 -0.4900
C 4.15082 0.76989 -2.84626 0.7795
F 2.82254 0.92600 -3.01394 -0.2356
F 4.45615 -0.47060 -3.16307 -0.2619
F 4.36509 0.87887 -1.55810 -0.1380
H 6.66197 4.37606 -1.91673 0.0468
H 7.75350 5.16000 -3.11588 0.3738
H 8.10356 3.50960 -2.46657 0.2547
H 6.80138 3.00929 -4.63279 0.3684
H 5.63028 4.23975 -3.98361 0.2775
C -0.53149 3.33818 3.19894 -1.0641
C -0.56181 3.99946 1.80815 -0.4042
O -1.89940 4.23309 1.37033 0.1188
C -2.60126 5.22096 2.02306 0.0730
O -2.23321 5.89260 2.92766 -0.4983
C -4.01735 5.37039 1.43083 0.8412
F -4.78706 5.85214 2.44586 -0.2632
F -3.94484 6.38642 0.51657 -0.2665
F -4.53731 4.27863 0.89549 -0.1456
H -1.02670 2.39661 3.29341 0.0468
H -0.97594 4.03842 3.92571 0.5260
H 0.52199 3.10991 3.42739 0.0895
H -0.11512 3.46327 1.01304 0.2962
H -0.01328 4.91043 1.99622 0.4721
Cl 8.42562 1.13215 2.34957 -0.2058
C 8.11389 2.72163 1.64285 -0.5863
C 6.73831 2.94242 1.20646 0.1376
Cl 5.43968 2.64434 2.47607 -0.1482
H 8.90322 2.86590 0.96181 0.4049
H 8.20310 3.42453 2.55162 0.3101
H 6.38753 2.30597 0.40811 -0.2111
H 6.72599 3.97893 0.86565 0.3088
Cl -1.33307 -4.14637 -3.72034 -0.1242
C -1.92045 -3.30536 -5.18163 -0.3173
C -2.31740 -4.28692 -6.22845 -0.3595
Cl -2.35598 -3.27927 -7.76520 -0.2243
H -1.08756 -2.77573 -5.63381 0.1057
H -2.67289 -2.59979 -4.83012 0.2470
H -3.29865 -4.67961 -6.03702 0.3025
H -1.53709 -5.04968 -6.32526 0.3255
Br -1.22640 -5.46214 4.12899 -0.1731
C -2.43302 -4.16116 4.87080 0.1386
C -3.69351 -4.83480 5.29838 -0.3656
Br -4.76800 -3.47086 6.25881 -0.1950
H -2.55464 -3.49394 4.05871 -0.3395
H -1.94621 -3.63669 5.71681 0.3595
H -3.48908 -5.55879 6.10523 0.5300
H -4.29777 -5.29806 4.54682 0.0850
Br -8.40379 -1.72830 -0.56090 -0.1725
C -7.10652 -0.42726 0.02205 -0.1933
C -6.07916 -0.18646 -1.00679 -0.5186
Br -4.66705 0.79995 -0.06683 -0.0496
H -6.74363 -0.87461 1.00619 -0.3170
H -7.59752 0.49037 0.23176 0.5733
H -6.52338 0.41212 -1.81354 0.5333
H -5.62974 -1.07350 -1.48302 0.1444
Br -3.62914 -0.15458 3.43811 0.0451
C -2.06796 -0.46393 4.63581 -0.0938
C -2.48580 -0.40155 6.09562 -0.6153
Br -1.05425 -0.89125 7.34266 -0.1789
H -1.36998 0.32926 4.49766 0.2122
H -1.59098 -1.38001 4.33770 0.0776
H -3.29932 -1.10402 6.34104 0.1018
H -2.78063 0.61774 6.35515 0.5154
Br -0.59931 -2.33084 1.66997 -0.0670
C -1.52690 -1.00399 0.61282 -0.0990
C -0.94461 0.38620 0.63997 0.5920
Br 0.70531 0.50991 -0.39427 0.1182
H -2.55193 -1.09576 0.94227 -0.2527
H -1.41478 -1.31890 -0.41984 0.2155
H -0.65434 0.74449 1.59181 0.1506
H -1.65791 0.99382 0.13582 -0.3501
Br 2.31887 0.77622 3.91630 -0.1562
C 2.99363 -0.66195 2.79290 0.2511
C 3.44593 -1.78351 3.70454 -0.6559
Br 3.67935 -3.54537 2.82668 -0.2275
H 3.76402 -0.15412 2.24168 0.0623
H 2.17344 -1.02637 2.20062 -0.1058
H 2.68992 -1.99675 4.46215 0.3697
H 4.41324 -1.52639 4.14792 0.4282
Br 1.26030 -0.35779 -6.02960 -0.1684
C -0.49228 0.17198 -5.33232 -0.3490
C -0.61164 -0.36581 -3.91829 -0.0728
Br -2.39348 -0.26133 -3.22763 -0.1133
H -1.23961 -0.22655 -6.02275 0.4505
H -0.57680 1.25447 -5.29862 0.1774
H 0.01144 0.22357 -3.27409 0.1593
H -0.32680 -1.43652 -3.76430 -0.0855
Br 2.84893 -4.50537 -5.33264 -0.2146
C 3.17487 -4.83899 -3.33184 -0.8870
C 3.05339 -3.58212 -2.53850 -0.0109
Br 3.21523 -4.09119 -0.66321 -0.1287
H 4.12440 -5.31296 -3.10338 0.5049
H 2.46698 -5.59871 -3.16299 0.4397
H 2.05996 -3.13440 -2.76406 0.0881
H 3.88375 -2.93335 -2.83946 0.1887
Br 7.51427 -0.39506 -1.67485 -0.1497
C 6.68124 -1.48907 -0.29089 -0.1915
C 7.39167 -2.78175 -0.07839 -0.5430
Br 7.63533 -3.73507 -1.79490 -0.1819
H 5.71537 -1.59470 -0.76229 -0.0885
H 6.57951 -0.86724 0.60954 0.2876
H 6.67397 -3.28569 0.56988 0.3904
H 8.37683 -2.65675 0.34030 0.4305
```

2.
DFT (ωB97M-V/def2-TZVPD) results for a cluster of 2 separate species, C6H15NO in total.

Its LUMO energy (alpha / beta) is -3.77 / -8.39 eV. The expectation value of S² is 0.7704. The HOMO energy (alpha / beta) comes out at -0.54454 / -0.51109 Eh. The total charge is +1. Its frontier orbital gap (alpha / beta) is 11.05 / 5.52 eV. The spin multiplicity is 2. The energy above the lowest of the compared OMol25 structures with the same formula, charge and spin is 49.9 kcal/mol.

XYZ file:
```
23
Properties=species:S:1:pos:R:3:mulliken_charge:R:1
C -1.15335 -1.52479 1.56331 -0.5318
C -0.16454 -1.66615 0.28721 -1.0081
C 0.25536 -0.43861 -0.40716 0.7292
C -0.48836 -0.08110 -1.49730 -0.9316
C 1.55998 0.13185 0.00962 -0.1863
C 2.35201 0.78822 -1.13141 -1.4423
N -2.28506 -0.74219 1.39284 -0.3270
H -0.49684 -1.26668 2.38789 0.3207
H -1.48669 -2.51904 1.79607 0.3683
H 0.64836 -2.26711 0.56985 0.4530
H -0.75998 -2.21636 -0.42434 0.4506
H -1.52102 -0.32889 -1.60871 0.3771
H -0.25582 0.72847 -2.18380 0.3052
H 2.18414 -0.63033 0.45710 0.4156
H 1.36288 0.92663 0.74121 0.2712
H 1.80034 1.61396 -1.58455 0.3542
H 3.26655 1.18082 -0.71486 0.3914
H 2.61088 0.15304 -1.96372 0.3999
H -3.04031 -1.28844 0.99350 0.3231
H -2.20286 0.12892 0.89158 0.2456
H -0.81264 2.30090 0.09317 0.3070
H -0.99942 3.87240 0.22589 0.3082
O -0.37362 3.14446 0.10659 -0.5934
```

3.
DFT (ωB97M-V/def2-TZVPD) results for the ion C5H10N with charge +1.

Its LUMO energy is -3.54 eV. The HOMO energy comes out at -0.53600 Eh. The total charge is +1. The SMILES is CCC1=C[NH2+]C1. Its frontier orbital gap is 11.05 eV. The energy above the lowest of the compared OMol25 structures with the same formula, charge and spin is 47.2 kcal/mol.

XYZ file:
```
16
Properties=species:S:1:pos:R:3:mulliken_charge:R:1
C -2.14901 0.24554 -0.42925 -1.1836
C -1.26537 -0.48151 0.60182 -0.4155
C 0.16911 -0.01479 0.50288 0.5071
C 1.17046 0.98438 0.78671 -0.6515
N 2.11992 0.34854 -0.15266 -0.1126
C 1.17268 -0.79278 -0.41342 -0.6279
H -1.76426 0.18356 -1.39613 0.3823
H -2.30863 1.29163 -0.15453 0.3271
H -3.10898 -0.13637 -0.48353 0.3953
H -1.26615 -1.64610 0.56794 0.3144
H -1.62943 -0.31847 1.67977 0.3054
H 1.25941 1.98365 1.18487 0.4119
H 3.06370 0.12218 0.19411 0.3411
H 2.29226 0.84978 -1.04337 0.3660
H 1.42834 -1.79145 -0.06506 0.3178
H 0.81595 -0.82780 -1.38017 0.3228
```

4.
DFT (ωB97M-V/def2-TZVPD) results for the ion C10H17N2O2 with charge +1.

Its LUMO energy is -3.84 eV. The HOMO energy comes out at -0.51403 Eh. The total charge is +1. The SMILES is Cc1cn(C(=O)OC(C)(C)C)[n+](C)c1. Its frontier orbital gap is 10.15 eV. The energy above the lowest of the compared OMol25 structures with the same formula, charge and spin is 65.2 kcal/mol.

XYZ file:
```
31
Properties=species:S:1:pos:R:3:mulliken_charge:R:1
C 1.19759 -3.79366 -2.36693 -1.3703
C 0.89249 -2.32556 -2.14194 -0.0001
C 0.54980 -1.66157 -0.97635 0.0511
N 0.38948 -0.32585 -1.30134 0.6368
C 0.26333 0.79169 -0.27631 0.5920
O 0.78495 1.83982 -0.53680 -0.4671
O -0.35366 0.33430 0.76206 -0.3107
C -0.64693 1.16126 1.95401 1.4794
C -1.51383 2.42431 1.74110 -1.6534
C -1.54584 0.24110 2.77288 -1.9925
C 0.58555 1.25567 2.81640 -1.5189
N 0.76134 -0.13853 -2.60708 -0.3205
C 0.54640 0.94614 -3.47262 -1.1087
C 0.97369 -1.33551 -3.15903 -0.2354
H 0.28657 -4.22437 -2.84721 0.3357
H 2.05904 -3.97202 -2.83727 0.4337
H 1.07985 -4.32450 -1.37836 0.3322
H 0.33778 -2.06666 0.04892 0.3989
H -0.90143 3.16299 1.27808 0.4338
H -2.51924 2.36082 1.25658 0.3645
H -1.82097 2.78657 2.66140 0.5090
H -1.06070 -0.52917 3.15854 0.5535
H -2.32750 -0.17351 2.01051 0.3374
H -1.92979 0.69114 3.60705 0.5749
H 0.95894 0.35186 3.16283 0.4504
H 1.38112 1.73182 2.21535 0.3708
H 0.37928 1.77872 3.83022 0.3535
H -0.03314 0.77217 -4.31432 0.3987
H 0.15488 1.71650 -2.93308 0.4491
H 1.43601 1.26255 -3.80023 0.4469
H 1.17910 -1.67691 -4.16275 0.4753
```

5.
DFT (ωB97M-V/def2-TZVPD) results for a cluster of 3 separate species, H7O3 in total.

Its LUMO energy is -3.64 eV. The HOMO energy comes out at -0.63588 Eh. The total charge is +1. Its frontier orbital gap is 13.67 eV. The energy above the lowest of the compared OMol25 structures with the same formula, charge and spin is 5.8 kcal/mol.

XYZ file:
```
10
Properties=species:S:1:pos:R:3:mulliken_charge:R:1
O 0.70887 2.06273 0.87059 -0.6541
H 1.49338 2.62504 0.89717 0.3244
H 0.06604 2.54426 1.39079 0.3349
O -1.00478 -2.09419 -0.42913 -0.6518
H -1.78787 -1.95946 -0.99332 0.3468
H -1.21429 -2.81077 0.17291 0.3460
O 0.30393 0.02353 -0.51735 -0.4378
H -0.08160 -0.90061 -0.35251 0.4877
H 0.20564 0.73723 0.19279 0.4780
H 1.27687 -0.06495 -0.60074 0.4259
```

One value per record, in order, for maximum force: 4.63, 2.24, 5.37, 6.63, 1.25 eV/Å.